[1]
The following is a DFT calculation (ωB97M-V/def2-TZVPD) of C5H10N2 in the gas phase.

Geometry as XYZ:
```
17
C5H10N2 (ωB97M-V/def2-TZVPD)
C -2.5370 0.3895 -0.0688
C -1.3951 -0.3161 -0.7267
N -0.3234 0.3080 -1.1233
C 0.7363 -0.7041 -1.2364
C 1.5950 -0.7442 0.0042
C 2.0127 0.4441 0.7945
N 1.0449 -0.5167 1.3383
H -3.4774 0.1465 -0.5724
H -2.4251 1.4791 0.0012
H -2.6204 -0.0167 0.9471
H -0.6412 -1.3969 -0.9270
H -0.2253 1.3215 -1.1726
H 1.3458 -0.5619 -2.1365
H 2.2841 -1.5883 -0.0172
H 2.9664 0.4786 1.3175
H 1.6522 1.4206 0.4653
H 0.1047 -0.1307 1.2755
```

Output
molecular weight: 98.15 g/mol
lowest unoccupied orbital energy: 0.753 eV
electronic energy: -305.8287 Eh
relative energy (zero: lowest compared OMol25 entry of this formula, charge and spin): 122.4 kcal per mole
multiplicity: 1

---

[2]
The following is a DFT calculation (ωB97M-V/def2-TZVPD) of C5H10N2 in the gas phase in a non-equilibrium geometry.

Geometry as XYZ:
```
17
C5H10N2 (ωB97M-V/def2-TZVPD)
C 0.9087 -1.2527 -0.0564
N 1.5389 0.0527 0.0690
C 0.8166 1.2903 -0.1915
C -0.7483 1.0830 0.0729
C -1.2382 -0.1334 -0.8327
C -0.6258 -1.0103 0.2890
N -0.9971 0.1285 1.2449
H 0.7499 -1.5397 -1.0479
H 1.4285 -2.0339 0.6054
H 1.9182 0.1878 1.0709
H 0.7730 1.4567 -1.2837
H 1.2890 2.0430 0.3354
H -1.2048 2.0311 0.1648
H -0.9161 -0.2826 -1.8654
H -2.3370 -0.4028 -0.9047
H -1.1096 -1.9490 0.3485
H -0.2459 0.3313 1.9815
```

Output
molecular weight: 98.15 g/mol
lowest unoccupied orbital energy: 1.009 eV
SMILES string: C1NC[C@H]2C[C@@H]1N2
electronic energy: -305.9336 Eh
relative energy (zero: lowest compared OMol25 entry of this formula, charge and spin): 56.6 kcal per mole
multiplicity: 1

---

[3]
The following is a DFT calculation (ωB97M-V/def2-TZVPD) of C5H10N2 in the gas phase.

Geometry as XYZ:
```
17
C5H10N2 (ωB97M-V/def2-TZVPD)
C -2.4854 -0.6044 -0.5328
C -1.5025 0.1246 -1.3689
N -0.2223 0.0565 -1.0279
C 0.3608 -0.7280 -0.1079
C 1.6688 -0.4038 0.4837
C 2.1908 0.9869 0.4975
N 1.7222 0.3838 1.7380
H -2.2491 -0.4151 0.5317
H -2.4552 -1.6997 -0.6515
H -3.5062 -0.2691 -0.7372
H -1.7626 0.7676 -2.1973
H 0.4045 0.6991 -1.5054
H -0.2250 -1.5500 0.2797
H 2.4100 -1.2030 0.4902
H 3.2635 1.1617 0.4492
H 1.5961 1.7825 0.0490
H 0.7769 0.7130 1.9314
```

Output
molecular weight: 98.15 g/mol
lowest unoccupied orbital energy: 0.934 eV
electronic energy: -305.9100 Eh
relative energy (zero: lowest compared OMol25 entry of this formula, charge and spin): 71.4 kcal per mole
multiplicity: 1

---

[4]
The following is a DFT calculation (ωB97M-V/def2-TZVPD) of 2 unconnected molecules or ions with the total composition C5H10N2 in a non-equilibrium geometry.

Geometry as XYZ:
```
17
C5H10N2 (ωB97M-V/def2-TZVPD)
C -1.2641 1.9963 0.4378
N -1.0171 0.9296 -0.5709
C -0.5069 -0.1311 -0.2335
C -0.5875 -1.1508 -1.3954
C -0.4648 -0.7573 1.1661
H -0.3688 2.1289 1.0520
H -1.6782 2.9810 0.1012
H -2.1188 1.6419 1.0712
H -1.7072 -1.4159 -1.4361
H -0.2186 -0.6857 -2.3388
H 0.0567 -2.0268 -1.1633
H 0.3910 -1.4770 1.1657
H -0.2098 0.0846 1.7907
H -1.5273 -1.1044 1.4370
C 1.5895 1.1031 -0.0684
N 1.6733 0.1640 -0.6840
H 1.5333 1.9916 0.4852
```

Output
molecular weight: 98.15 g/mol
lowest unoccupied orbital energy: 0.875 eV
SMILES string: CN=C(C)C.C#N
electronic energy: -305.9105 Eh
relative energy (zero: lowest compared OMol25 entry of this formula, charge and spin): 71.1 kcal per mole
multiplicity: 1

---

[5]
The following is a DFT calculation (ωB97M-V/def2-TZVPD) of C5H10N2 in the gas phase in a non-equilibrium geometry.

Geometry as XYZ:
```
17
C5H10N2 (ωB97M-V/def2-TZVPD)
N 1.1089 1.8823 0.6091
C -0.7466 -1.1263 -0.1470
C -0.4972 -2.1982 -0.9713
H 2.0464 2.2107 0.4303
H 0.8554 2.0557 1.5705
H -1.7169 -1.0850 0.3488
H -1.0041 -3.1358 -0.7928
H 0.3905 -2.2281 -1.5922
C 0.9061 0.5185 0.2157
C -1.1418 1.2490 -1.0137
C 0.4224 -0.5087 1.1872
N -0.3239 0.3260 -0.6699
H 1.7396 0.1574 -0.3878
H -0.8357 2.2871 -0.9418
H -2.1382 0.9701 -1.3280
H 1.1184 -1.2813 1.4909
H -0.1833 -0.0934 1.9919
```

Output
molecular weight: 98.15 g/mol
lowest unoccupied orbital energy (spin up / spin down): 0.283 / 0.283 eV
electronic energy: -305.8480 Eh
relative energy (zero: lowest compared OMol25 entry of this formula, charge and spin): 110.4 kcal per mole
multiplicity: 1

---

[6]
The following is a DFT calculation (ωB97M-V/def2-TZVPD) of C5H10N2 in the gas phase in a non-equilibrium geometry.

Geometry as XYZ:
```
17
C5H10N2 (ωB97M-V/def2-TZVPD)
C 2.1403 -0.5145 0.2945
C 1.0683 -0.8828 -0.6985
N -0.2279 -0.6675 -0.1442
C -1.3881 -0.8777 -0.9572
C -1.8338 0.3806 -0.8538
N -0.7942 0.9720 -0.1263
C -1.0718 1.4884 1.2212
H 3.1908 -0.6133 0.0583
H 2.2190 -1.0786 1.3157
H 2.0414 0.4226 0.6220
H 1.1907 -2.0977 -0.8133
H 1.3558 -0.3682 -1.5500
H -1.7549 -1.6881 -1.4102
H -2.7278 0.7372 -1.2267
H -2.0306 1.8672 1.0981
H -1.0744 0.6666 1.8591
H -0.3031 2.2536 1.3114
```

Output
molecular weight: 98.15 g/mol
lowest unoccupied orbital energy: 1.194 eV
SMILES string: CCn1ccn1C
electronic energy: -305.8452 Eh
relative energy (zero: lowest compared OMol25 entry of this formula, charge and spin): 112.1 kcal per mole
multiplicity: 1

---

[7]
The following is a DFT calculation (ωB97M-V/def2-TZVPD) of C5H10N2 in the gas phase.

Geometry as XYZ:
```
17
C5H10N2 (ωB97M-V/def2-TZVPD)
C -1.9369 -0.2586 0.0998
C -1.1347 -0.0025 -1.1697
N 0.2276 1.0968 -1.4144
C 0.4080 -0.2097 -1.0373
C 0.9112 -0.5133 0.3637
C 2.1510 0.1614 0.8040
N 0.8538 0.5556 1.3472
H -2.9890 -0.0140 -0.0713
H -1.5704 0.3314 0.9424
H -1.8725 -1.3150 0.3815
H -1.4666 -0.5394 -2.0585
H -1.2717 1.0912 -1.4493
H 0.7705 -0.9382 -1.7827
H 0.6845 -1.5098 0.7453
H 2.8221 -0.3310 1.5030
H 2.6328 0.8338 0.0949
H 0.5471 1.3902 0.8405
```

Output
molecular weight: 98.15 g/mol
lowest unoccupied orbital energy: 1.020 eV
electronic energy: -305.8484 Eh
relative energy (zero: lowest compared OMol25 entry of this formula, charge and spin): 110.1 kcal per mole
multiplicity: 1

---

[8]
The following is a DFT calculation (ωB97M-V/def2-TZVPD) of C5H10N2 in the gas phase in a non-equilibrium geometry.

Geometry as XYZ:
```
17
C5H10N2 (ωB97M-V/def2-TZVPD)
C -0.0723 1.4836 -1.0000
C 0.2147 0.3432 -0.0235
C 1.6686 0.3744 0.4464
N -0.6958 0.5033 1.1460
C -0.1037 -0.9915 -0.6755
C -1.0055 -1.7565 -0.1238
N -1.9874 -2.4368 0.1426
H 0.5928 1.4197 -1.8583
H 0.0734 2.4365 -0.4967
H -1.0998 1.4305 -1.3542
H 1.8653 1.3166 0.9520
H 2.3401 0.2671 -0.4027
H 1.8642 -0.4402 1.1413
H -1.6720 0.6117 0.8926
H -0.4821 -0.1477 1.8929
H 0.4437 -1.2808 -1.5561
H -1.9444 -3.1332 0.8770
```

Output
molecular weight: 98.15 g/mol
lowest unoccupied orbital energy: 0.885 eV
SMILES string: CC(C)(N)C=C=N
electronic energy: -305.9785 Eh
relative energy (zero: lowest compared OMol25 entry of this formula, charge and spin): 28.4 kcal per mole
multiplicity: 1

---

[9]
The following is a DFT calculation (ωB97M-V/def2-TZVPD) of C5H10N2 in the gas phase in a non-equilibrium geometry.

Geometry as XYZ:
```
17
C5H10N2 (ωB97M-V/def2-TZVPD)
C 2.2928 -0.0231 -0.3199
C 0.5986 -0.3596 0.2793
C -0.2058 0.0670 1.4114
C -0.8578 0.1644 0.0878
C -1.5463 1.4568 -0.4462
N -1.1607 -1.1455 -0.4796
N 0.1428 -1.7689 -0.1487
H 2.8805 -0.8409 0.1082
H 2.6929 0.9609 -0.0622
H 1.9355 -0.1778 -1.4054
H -0.5485 -0.7395 2.1705
H 0.1499 1.1435 1.7533
H -0.6640 2.0998 -0.3557
H -2.3789 1.8018 0.1350
H -1.8685 1.2132 -1.4134
H -1.9793 -1.6867 -0.2633
H 0.5169 -2.1654 -1.0510
```

Output
molecular weight: 98.15 g/mol
lowest unoccupied orbital energy: 1.044 eV
SMILES string: C[C@@]12C[C@]1(C)NN2
electronic energy: -305.8461 Eh
relative energy (zero: lowest compared OMol25 entry of this formula, charge and spin): 111.5 kcal per mole
multiplicity: 1

---

[10]
The following is a DFT calculation (ωB97M-V/def2-TZVPD) of C5H10N2 in the gas phase in a non-equilibrium geometry.

Geometry as XYZ:
```
17
C5H10N2 (ωB97M-V/def2-TZVPD)
C -0.6679 -1.2958 -0.8511
C -0.2862 0.0240 -0.1676
C -0.5839 -0.1642 1.2975
C 1.1899 0.3470 -0.6253
N 1.6693 1.6596 -0.3288
C 2.1471 -0.5111 -0.0681
N 3.0184 -0.9654 0.5170
H 0.1477 -2.0872 -0.4839
H -0.3941 -1.2491 -1.8925
H -1.6459 -1.7100 -0.6010
H -0.9696 0.8962 -0.5782
H -0.3149 -1.0415 1.7258
H -0.2136 0.5083 2.0686
H -1.6273 0.0032 1.4561
H 1.2163 0.2112 -1.6953
H 1.1756 2.1239 0.4256
H 2.6680 1.7716 -0.0433
```

Output
molecular weight: 98.15 g/mol
lowest unoccupied orbital energy: 0.955 eV
SMILES string: CC(C)[C@@H](N)C#N
electronic energy: -305.9748 Eh
relative energy (zero: lowest compared OMol25 entry of this formula, charge and spin): 30.8 kcal per mole
multiplicity: 1

---

[11]
The following is a DFT calculation (ωB97M-V/def2-TZVPD) of C5H10N2 in the gas phase in a non-equilibrium geometry.

Geometry as XYZ:
```
17
C5H10N2 (ωB97M-V/def2-TZVPD)
C -0.3336 -0.8651 -1.4965
C -1.1732 1.0585 0.9916
N 0.4368 -0.0842 -0.5201
C -0.0120 0.0570 0.9309
C 1.4558 0.6333 -0.8075
C -0.1837 -1.2421 1.5447
N 2.0673 1.1867 -1.7356
H 3.0393 1.4455 -1.6045
H 0.8797 0.5845 1.3578
H -0.4370 -1.8975 -1.1668
H 0.2037 -0.8389 -2.4431
H -1.3239 -0.4274 -1.6341
H -1.4396 1.2397 2.0336
H -0.8855 2.0082 0.5269
H -2.0555 0.6561 0.4909
H 0.0992 -1.3830 2.5778
H -0.3378 -2.1313 0.9539
```

Output
molecular weight: 98.15 g/mol
lowest unoccupied orbital energy (spin up / spin down): 0.783 / -0.076 eV
electronic energy: -305.8677 Eh
relative energy (zero: lowest compared OMol25 entry of this formula, charge and spin): 98.0 kcal per mole
multiplicity: 1

---

[12]
The following is a DFT calculation (ωB97M-V/def2-TZVPD) of a molecular structure, C5H10N2 in a non-equilibrium geometry.

Geometry as XYZ:
```
17
C5H10N2 (ωB97M-V/def2-TZVPD)
C 0.5797 0.3030 -1.2207
C 1.1268 -1.7368 0.3340
C 0.2545 -0.5397 0.0252
N -2.0234 0.1455 -0.0479
C -1.1409 -0.6199 0.4421
C 0.8908 0.8497 0.0746
N 1.5370 1.6717 0.7375
H -1.8919 2.2018 -0.5696
H -2.9525 0.0460 0.3510
H 1.5366 1.5477 1.7484
H 1.3817 -0.0324 -1.8617
H -0.2766 0.7128 -1.7359
H -1.3394 -1.3754 1.2158
H -1.7190 2.9674 -0.7281
H 1.0311 -2.0328 1.3780
H 2.1720 -1.5141 0.1313
H 0.8334 -2.5945 -0.2740
```

Output
molecular weight: 98.15 g/mol
lowest unoccupied orbital energy: 0.846 eV
electronic energy: -305.9092 Eh
relative energy (zero: lowest compared OMol25 entry of this formula, charge and spin): 72.0 kcal per mole
multiplicity: 1

---

- The highest relative energy (zero: lowest compared OMol25 entry of this formula, charge and spin) belongs to which entry?
  number 1